(1)
This record from the Open Molecules 2025 dataset describes a molecular structure, C28H42AsDyO3PS3Si3 in a non-equilibrium geometry. The level of theory is wB97M-V/def2-TZVPD.

```
82
Properties=species:S:1:pos:R:3:lowdin_charge:R:1
Dy -1.34471 -1.08736 -0.10396 0.511
C 4.78814 -0.62078 -0.04477 -0.252
Si 3.16725 -0.00919 -0.56773 0.272
C 2.75241 0.02958 -2.38803 -0.231
C 3.06610 1.76679 0.00326 -0.224
As 1.53994 -1.63596 0.33745 0.783
Si 2.43798 -2.62546 2.38702 0.266
C 2.38930 -1.15917 3.48633 -0.235
C 4.11339 -3.38429 2.21753 -0.209
C 1.11629 -3.69696 3.07683 -0.216
Si 1.96519 -3.64833 -1.13797 0.305
C 1.27111 -3.29024 -2.82719 -0.272
C 3.77331 -4.05182 -1.41923 -0.232
C 1.10133 -5.01801 -0.22828 -0.248
H 5.61360 -0.08706 -0.57430 0.047
H 5.02984 -1.69290 -0.18177 0.016
H 4.75953 -0.35932 1.03302 0.033
H 3.20906 0.86661 -2.93250 0.036
H 1.67205 0.11885 -2.38445 -0.066
H 3.04597 -0.94966 -2.75709 0.007
H 3.91780 2.29231 -0.42526 0.036
H 3.07545 1.84458 1.06585 0.008
H 2.14920 2.29064 -0.26939 -0.035
H 2.94327 -0.26987 3.15567 0.028
H 2.83055 -1.46302 4.40422 0.014
H 1.33392 -0.88242 3.57996 0.045
H 4.86953 -2.62866 1.99592 0.015
H 4.15907 -4.06214 1.36006 -0.006
H 4.41688 -3.99243 3.08971 0.041
H 0.13903 -3.32067 2.79624 0.028
H 1.16707 -3.66658 4.18196 0.045
H 1.11917 -4.76633 2.85015 0.025
H 2.17162 -3.17701 -3.49097 0.034
H 0.71366 -2.36607 -2.83854 -0.026
H 0.62385 -4.07417 -3.23643 0.027
H 4.36207 -3.20005 -1.76665 0.011
H 3.84248 -4.84816 -2.19093 0.040
H 4.31518 -4.41323 -0.52284 0.008
H 0.15252 -4.68617 0.18138 -0.009
H 1.66722 -5.47489 0.59465 0.018
H 0.88312 -5.78147 -1.00538 0.042
O -3.50692 0.21550 0.48040 -0.113
C -4.41512 -0.51306 1.28002 -0.241
C -5.71370 -0.56713 0.82769 -0.006
C -6.60939 -1.31876 1.56960 -0.070
C -6.24564 -1.79411 2.83680 -0.069
C -4.93384 -1.64404 3.24682 -0.033
C -3.98450 -1.05821 2.47554 -0.074
C -2.51885 -0.99197 2.93551 -0.577
O -2.31360 -1.11714 4.13896 0.039
O -1.63033 -0.94855 2.02024 -0.285
H -3.26525 1.09915 0.84634 0.104
H -5.88019 -0.11063 -0.12131 0.117
H -7.62034 -1.40729 1.18205 0.099
H -6.96058 -2.22746 3.47445 0.082
H -4.62505 -1.89940 4.26298 0.125
S -0.27060 1.87630 0.85873 0.264
P -0.80109 2.43103 -0.92969 0.022
S -0.77258 0.89707 -2.19952 0.239
C -2.46726 3.14778 -0.93881 -0.413
C -2.91182 3.80869 0.19124 -0.139
C -4.10360 4.56853 0.14001 -0.087
C -4.87618 4.61552 -1.00838 -0.092
C -4.45548 3.89312 -2.13322 -0.075
C -3.25746 3.19347 -2.08574 -0.091
C 0.12832 3.82709 -1.66798 -0.353
C 1.05814 3.58541 -2.64515 -0.117
C 1.75227 4.63270 -3.21634 -0.088
C 1.46312 5.94082 -2.88626 -0.089
C 0.53385 6.19506 -1.86486 -0.086
C -0.10308 5.13903 -1.26454 -0.088
H -2.33563 3.86798 1.15339 0.100
H -4.43760 5.03442 1.07844 0.104
H -5.79289 5.15661 -1.05914 0.087
H -5.06520 3.75853 -3.03072 0.105
H -2.96375 2.58241 -2.93187 0.083
H 1.29630 2.55716 -2.93987 0.073
H 2.49992 4.44652 -3.95033 0.093
H 2.04689 6.76967 -3.27318 0.097
H 0.36981 7.22163 -1.47212 0.112
H -0.77585 5.30967 -0.44569 0.097
S -1.85496 -2.99265 -1.43807 -0.331
```

Summary:
Calculated total energy: -186219.4474 eV
Spin multiplicity: 6
Orbital gap (alpha / beta): 6.483 / 6.504 eV
Energy above the lowest of the compared OMol25 structures with the same formula, charge and spin: 133.2 kJ/mol
E_LUMO (alpha / beta): 2.442 / 2.443 eV
Total charge: -1

---

(2)
This record from the Open Molecules 2025 dataset describes a molecular structure, C28H42BrCdN3P2 in a non-equilibrium geometry. The level of theory is wB97M-V/def2-TZVPD.

```
77
Properties=species:S:1:pos:R:3:lowdin_charge:R:1
C 2.86268 4.96432 -0.62833 -0.008
C 1.70427 4.48344 -1.28262 -0.247
C 1.79182 4.10957 -2.63955 -0.023
C 3.07377 3.96218 -3.19209 -0.145
N 4.17744 4.20256 -2.48159 0.050
C 4.09230 4.77795 -1.27885 -0.129
C 0.46361 4.22833 -0.60875 0.028
C -0.65702 4.03949 -0.13772 0.049
C -1.61094 3.58241 0.84099 -0.263
C -1.13530 3.37640 2.15761 -0.029
C -1.97081 2.69437 3.07779 -0.169
C -3.09409 2.09823 2.56134 -0.363
C -3.70834 2.42715 1.35255 -0.162
C -2.93658 3.25112 0.50762 -0.047
Cd -3.59975 0.13720 3.21625 1.062
P 1.59244 -0.22433 0.38694 1.203
H 0.90682 3.85733 -3.22799 0.118
H 2.82952 5.40533 0.36748 0.118
H 3.18605 3.59836 -4.21684 0.114
H 5.02697 5.05681 -0.79521 0.113
H -3.33826 3.62950 -0.44393 0.121
H -0.14388 3.77247 2.44965 0.123
H -4.68342 2.06225 1.02422 0.090
H -1.66919 2.59362 4.11577 0.078
C 2.27992 -1.93372 0.64381 -0.378
C 3.43472 -2.41675 -0.21827 -0.118
H 1.40778 -2.59187 0.50577 0.061
H 2.55341 -1.98748 1.70714 0.090
H 3.63466 -3.46918 0.01937 0.101
H 3.22460 -2.36522 -1.29133 0.075
H 4.36515 -1.87269 -0.01916 0.072
C 1.88885 0.14753 -1.41194 -0.369
C 3.28389 0.51745 -1.90001 -0.110
H 1.20491 0.99515 -1.59996 0.078
H 1.49530 -0.71404 -1.97769 0.061
H 3.22816 0.72053 -2.97944 0.100
H 3.66339 1.43382 -1.42759 0.071
H 4.01736 -0.28731 -1.76306 0.069
C 2.79020 0.88554 1.25329 -0.362
C 4.25325 0.46865 1.35853 -0.112
H 2.36994 0.97922 2.26847 0.089
H 2.69996 1.87503 0.77888 0.083
H 4.78546 1.19982 1.98319 0.103
H 4.37984 -0.51441 1.82891 0.077
H 4.76258 0.45874 0.38593 0.072
Br -4.54980 -2.08226 2.64781 -0.273
P -1.89443 -1.96727 -0.98742 1.195
C -0.72688 -2.64317 -2.26565 -0.391
C -1.14473 -3.90833 -3.00606 -0.113
H 0.19984 -2.84841 -1.69816 0.058
H -0.47024 -1.84517 -2.98078 0.084
H -0.34091 -4.22391 -3.68520 0.100
H -1.32680 -4.74073 -2.31882 0.076
H -2.03947 -3.75798 -3.62267 0.081
C -3.02718 -3.37436 -0.55794 -0.388
C -4.39307 -3.47513 -1.22309 -0.117
H -3.18644 -3.21024 0.52535 -0.018
H -2.46569 -4.31445 -0.66411 0.083
H -4.99621 -4.20488 -0.66624 0.102
H -4.93427 -2.52230 -1.18773 0.076
H -4.33886 -3.83394 -2.25964 0.078
C -2.97578 -0.78561 -1.92728 -0.374
C -3.37204 -1.11947 -3.36162 -0.109
H -2.41296 0.16242 -1.91215 0.081
H -3.86794 -0.62193 -1.30352 0.086
H -3.96324 -0.28517 -3.76646 0.103
H -2.50276 -1.24249 -4.01816 0.077
H -4.00476 -2.01317 -3.43613 0.069
N -0.45783 -1.36446 5.82987 0.062
C -0.20881 -2.51928 5.10229 -0.070
C -0.80388 -2.31226 3.88163 -0.168
N -1.45204 -1.07755 3.88406 -0.082
C -1.17208 -0.49922 5.05054 -0.213
H -0.14481 -1.16073 6.77424 0.166
H 0.32975 -3.37390 5.48376 0.120
H -0.79726 -2.94018 3.01182 0.083
H -1.44183 0.49065 5.38786 0.107
```

Summary:
Calculated total energy: -127352.6625 eV
Spin multiplicity: 1
Orbital gap (alpha / beta): 3.036 / 3.157 eV
Energy above the lowest of the compared OMol25 structures with the same formula, charge and spin: 453.9 kJ/mol
E_LUMO (alpha / beta): -9.606 / -9.485 eV
Total charge: +2